# 1
DFT (wB97M-V/def2-TZVPD) results for C38H42AsF6NO5P2S5SbSiTi as an isolated structure in a non-equilibrium geometry.

Its LUMO energy is 0.0478 Eh. The multiplicity is 1. The orbital gap comes out at 6.8 eV. Its total charge is -1. Its HOMO energy is -5.52 eV. Its energy relative to the best compared isomer or geometry (same formula, charge and spin) is 47.1 kcal per mole.

Element x y z (Å)
Ti1 1.439 0.116 -0.516
C1 0.271 -1.440 3.110
P1 0.214 -1.779 1.296
C2 1.374 -3.227 1.343
C3 -1.388 -2.806 1.358
C4 -2.704 -2.114 0.912
P2 -2.516 -0.284 0.646
C5 -4.311 0.176 0.788
C6 -2.496 -0.263 -1.196
H1 -0.626 -0.897 3.399
H2 1.141 -0.840 3.368
H3 0.323 -2.393 3.639
H4 0.970 -4.013 1.985
H5 2.331 -2.902 1.752
H6 1.521 -3.619 0.339
H7 -1.485 -3.122 2.399
H8 -1.221 -3.689 0.741
H9 -3.472 -2.261 1.674
H10 -3.071 -2.550 -0.020
H11 -4.928 -0.492 0.184
H12 -4.434 1.201 0.441
H13 -4.633 0.129 1.828
H14 -3.244 -0.938 -1.615
H15 -1.505 -0.522 -1.565
H16 -2.706 0.758 -1.513
S1 6.266 0.087 0.473
Sb1 4.396 -1.124 0.172
S2 2.753 0.019 1.473
S3 1.708 -2.005 -1.736
F1 3.250 -0.643 -4.341
C7 4.283 -0.287 -3.575
F2 4.645 -1.342 -2.853
F3 5.295 0.016 -4.386
S4 3.814 1.267 -2.610
O1 3.143 0.806 -1.385
O2 5.025 1.974 -2.425
N1 2.865 1.939 -3.653
S5 1.319 1.612 -3.632
O3 0.719 1.684 -4.917
O4 0.981 0.484 -2.786
C8 0.732 3.107 -2.694
F4 0.892 4.244 -3.370
F5 1.466 3.192 -1.583
F6 -0.553 2.999 -2.376
O5 0.335 1.206 -0.173
As1 0.029 1.887 2.376
C9 1.267 3.413 2.460
C10 1.062 4.458 3.360
C11 1.960 5.508 3.445
C12 3.073 5.536 2.615
C13 3.258 4.531 1.680
C14 2.357 3.477 1.601
C15 -1.473 3.108 1.959
C16 -1.487 3.555 0.639
C17 -2.470 4.405 0.162
C18 -3.467 4.844 1.021
C19 -3.442 4.448 2.349
C20 -2.454 3.593 2.819
C21 -0.388 1.756 4.328
C22 -1.600 1.132 4.641
C23 -1.906 0.752 5.937
C24 -0.981 0.959 6.951
C25 0.240 1.545 6.657
C26 0.531 1.937 5.357
H17 0.190 4.432 4.004
H18 1.793 6.300 4.165
H19 3.786 6.347 2.698
H20 4.113 4.556 1.018
H21 2.508 2.695 0.867
H22 -0.711 3.194 -0.015
H23 -2.460 4.723 -0.874
H24 -4.255 5.494 0.663
H25 -4.201 4.815 3.029
H26 -2.462 3.307 3.863
H27 -2.300 0.938 3.831
H28 -2.860 0.289 6.160
H29 -1.207 0.640 7.960
H30 0.965 1.691 7.448
H31 1.492 2.384 5.132
C27 1.583 -7.458 -2.609
C28 2.243 -6.454 -3.302
C29 1.744 -5.162 -3.291
C30 0.587 -4.839 -2.583
C31 -0.064 -5.862 -1.897
C32 0.421 -7.161 -1.915
Si1 0.026 -3.042 -2.401
C33 -0.865 -2.338 -3.904
C34 -2.253 -2.438 -3.987
C35 -2.952 -1.834 -5.019
C36 -2.267 -1.127 -5.997
C37 -0.886 -1.031 -5.939
C38 -0.195 -1.630 -4.897
H32 1.979 -8.465 -2.602
H33 3.158 -6.671 -3.836
H34 2.272 -4.378 -3.821
H35 -0.957 -5.639 -1.324
H36 -0.100 -7.939 -1.371
H37 -1.051 -3.093 -1.389
H38 -2.796 -2.982 -3.222
H39 -4.030 -1.919 -5.065
H40 -2.811 -0.645 -6.798
H41 -0.343 -0.474 -6.690
H42 0.882 -1.535 -4.848

Force components x, y, z for each atom (eV/Å):
Ti -0.342 -1.595 0.351
C -0.042 0.276 -0.221
P -0.126 -0.982 0.629
C -0.209 0.080 -0.130
C -0.088 0.406 -0.412
C 0.500 0.028 0.130
P -0.734 -0.009 -0.116
C 0.303 -0.033 0.147
C 0.355 0.254 0.271
H -0.012 -0.055 0.104
H -0.052 -0.027 0.022
H -0.088 0.012 0.002
H -0.052 0.051 0.062
H -0.038 -0.003 -0.059
H 0.069 -0.047 0.079
H 0.110 -0.119 -0.053
H 0.073 -0.045 0.090
H -0.018 0.006 -0.018
H -0.045 -0.071 0.055
H -0.093 0.001 -0.023
H -0.037 0.053 -0.011
H -0.043 -0.004 0.039
H 0.011 -0.018 -0.004
H 0.011 -0.055 -0.139
H 0.032 0.070 -0.110
S -0.439 -0.366 -0.082
Sb 1.208 0.037 0.734
S 0.249 0.059 -0.228
S 0.021 -0.547 -0.311
F 0.013 -0.051 0.082
C -0.081 -0.273 -0.459
F 0.017 0.331 0.222
F 0.043 0.240 0.117
S 0.462 -0.397 -0.983
O 0.793 0.300 -0.372
O 0.045 0.231 0.118
N 0.078 -0.046 0.214
S -0.664 0.747 0.307
O 0.185 -0.014 -0.247
O -0.297 0.601 -0.159
C 0.064 0.108 0.179
F 0.084 -0.188 -0.283
F -0.092 0.216 0.005
F -0.043 -0.157 -0.085
O -0.692 0.575 -0.420
As -0.543 0.735 1.414
C 0.161 0.097 0.087
C -0.032 -0.124 0.027
C -0.050 0.006 0.064
C 0.011 0.034 -0.042
C 0.083 0.083 -0.013
C -0.088 -0.106 -0.054
C -0.146 0.083 -0.217
C 0.041 -0.204 -0.083
C -0.028 0.022 0.061
C -0.043 0.039 -0.006
C -0.100 0.075 -0.001
C 0.086 -0.167 0.042
C 0.072 -0.413 -0.203
C 0.043 0.100 -0.193
C -0.037 0.018 0.032
C -0.026 -0.063 0.030
C -0.059 0.006 0.080
C 0.124 0.144 -0.225
H 0.037 0.070 0.024
H 0.008 0.023 0.000
H 0.015 0.012 -0.041
H 0.017 -0.017 -0.029
H 0.081 0.053 0.100
H 0.008 0.038 -0.183
H 0.020 -0.023 -0.006
H 0.005 0.039 -0.001
H -0.012 -0.023 0.040
H -0.003 0.018 -0.018
H -0.065 -0.030 0.115
H 0.001 -0.031 -0.026
H -0.002 0.037 0.051
H 0.051 0.017 -0.034
H 0.030 0.004 0.052
C -0.024 -0.010 -0.004
C 0.053 0.028 -0.040
C 0.011 0.039 -0.043
C -0.088 0.256 0.008
C -0.077 0.060 -0.004
C 0.020 -0.131 0.046
Si -0.161 -0.226 -0.017
C 0.301 -0.025 0.207
C 0.016 -0.048 0.068
C -0.067 -0.069 -0.100
C -0.013 0.009 -0.011
C 0.028 -0.008 -0.037
C 0.058 -0.049 -0.093
H -0.002 -0.034 -0.015
H 0.016 -0.034 -0.042
H 0.086 0.012 -0.009
H -0.045 0.013 0.014
H -0.008 -0.020 0.021
H -0.113 -0.055 0.141
H -0.035 0.007 0.036
H -0.040 0.022 0.013
H -0.020 0.018 -0.034
H -0.001 0.049 -0.018
H 0.048 0.062 0.035



# 2
DFT (wB97M-V/def2-TZVPD) results for a 3-piece molecular cluster, C15H38FP overall.

Its LUMO energy is 0.0303 Eh. The multiplicity is 1. The orbital gap comes out at 9.1 eV. Its HOMO energy is -8.32 eV. As for the SMILES: FCCC[PH4].CCCCCC.CCCCCC.

Element x y z (Å)
F1 1.800 -4.176 -2.660
C1 1.502 -3.067 -1.877
C2 0.550 -2.117 -2.601
C3 -0.708 -1.779 -1.793
P1 -2.131 -3.078 -1.997
H1 1.068 -3.434 -0.946
H2 2.443 -2.570 -1.636
H3 1.078 -1.194 -2.844
H4 0.295 -2.573 -3.563
H5 -1.055 -0.774 -2.041
H6 -0.443 -1.761 -0.730
H7 -1.234 -3.945 -2.689
H8 -2.247 -3.206 -0.583
H9 -2.926 -2.128 -2.694
H10 -3.192 -4.065 -2.154
C4 -2.908 2.354 3.650
C5 -4.060 1.377 3.434
C6 -3.636 -0.089 3.498
C7 -2.605 -0.504 2.446
C8 -3.028 -0.253 1.000
C9 -4.278 -1.026 0.585
H11 -2.145 2.256 2.876
H12 -3.263 3.385 3.631
H13 -2.429 2.183 4.616
H14 -4.541 1.586 2.475
H15 -4.823 1.550 4.198
H16 -4.524 -0.721 3.410
H17 -3.219 -0.295 4.490
H18 -2.390 -1.570 2.572
H19 -1.662 0.017 2.634
H20 -2.200 -0.538 0.346
H21 -3.189 0.816 0.834
H22 -4.133 -2.100 0.717
H23 -4.512 -0.846 -0.466
H24 -5.150 -0.729 1.169
C10 5.677 2.786 -1.704
C11 5.254 1.830 -0.593
C12 4.358 0.691 -1.076
C13 3.030 1.136 -1.690
C14 2.146 1.984 -0.777
C15 1.710 1.255 0.491
H25 4.818 3.287 -2.154
H26 6.343 3.560 -1.320
H27 6.206 2.252 -2.495
H28 4.753 2.391 0.200
H29 6.148 1.397 -0.136
H30 4.165 0.013 -0.240
H31 4.903 0.102 -1.820
H32 2.470 0.243 -1.986
H33 3.220 1.688 -2.615
H34 1.256 2.283 -1.337
H35 2.661 2.911 -0.510
H36 1.166 0.339 0.244
H37 1.050 1.881 1.094
H38 2.562 0.982 1.115

Force components x, y, z for each atom (eV/Å):
F 0.079 -0.103 -0.104
C -0.136 0.204 0.089
C -0.053 0.238 0.046
C 0.286 -0.200 0.099
P 0.259 0.103 0.190
H -0.055 -0.091 0.002
H 0.089 -0.049 -0.013
H 0.050 -0.040 -0.083
H -0.058 -0.080 -0.008
H -0.185 -0.018 -0.065
H -0.035 0.070 0.039
H -0.050 -0.008 -0.051
H -0.071 0.030 -0.056
H -0.040 -0.006 -0.049
H -0.062 -0.038 -0.033
C -0.067 0.002 -0.029
C 0.040 0.025 0.039
C -0.019 -0.015 -0.002
C 0.027 0.010 0.005
C -0.030 -0.072 -0.011
C 0.049 0.093 -0.038
H 0.009 -0.002 0.001
H 0.014 0.005 0.011
H 0.025 -0.010 -0.004
H -0.011 -0.016 -0.007
H -0.011 0.005 -0.009
H 0.006 -0.006 -0.008
H -0.004 0.007 0.008
H 0.001 -0.005 -0.010
H -0.001 -0.002 0.007
H 0.010 0.028 -0.017
H 0.012 0.011 0.012
H -0.027 -0.011 0.029
H -0.019 -0.028 -0.002
H -0.003 -0.010 0.011
C -0.004 -0.001 0.072
C 0.035 0.010 -0.045
C -0.013 -0.018 0.025
C -0.006 -0.003 -0.030
C -0.052 -0.070 0.029
C 0.011 0.065 -0.028
H -0.002 0.000 -0.009
H 0.008 0.002 -0.016
H -0.016 0.000 -0.022
H -0.014 -0.012 0.011
H -0.002 0.005 0.015
H -0.010 0.000 -0.003
H 0.011 0.003 -0.001
H 0.008 0.015 0.007
H 0.012 -0.001 0.003
H 0.006 0.024 -0.004
H 0.011 0.005 -0.009
H 0.010 -0.017 0.004
H -0.013 -0.016 0.010
H 0.001 -0.011 0.004



# 3
DFT (wB97M-V/def2-TZVPD) results for an isolated ion of composition C2H4O3P and charge -1 in a non-equilibrium geometry.

Its LUMO energy is 0.1596 Eh. The multiplicity is 1. The orbital gap comes out at 7.3 eV. Its total charge is -1. Its HOMO energy is -2.96 eV. Its energy relative to the best compared isomer or geometry (same formula, charge and spin) is 60.1 kcal per mole. As for the SMILES: C[C@@]1(O)OP1[O-].

Element x y z (Å)
C1 -1.319 0.473 0.239
C2 0.071 -0.040 -0.324
O1 -0.051 -1.391 -0.381
O2 0.644 0.637 -1.350
P1 1.668 0.670 0.483
O3 2.652 -0.465 0.503
H1 -1.123 1.605 0.457
H2 -1.247 -0.017 1.089
H3 -2.201 0.331 -0.369
H4 0.906 -1.803 -0.347

Force components x, y, z for each atom (eV/Å):
C 2.857 4.162 -3.441
C -0.667 2.683 1.024
O 2.605 -3.049 -0.402
O 0.795 -0.149 0.840
P -1.736 -0.145 -1.790
O 0.302 -0.473 0.032
H -0.718 -1.874 -0.436
H -0.970 -2.266 4.411
H -0.149 -0.243 -0.185
H -2.319 1.354 -0.053



# 4
DFT (wB97M-V/def2-TZVPD) results for C16H13AsF5O2PtS2Se as an isolated structure in a non-equilibrium geometry.

Its LUMO energy (alpha / beta) is -0.2345 / -0.2328 Eh. The multiplicity is 1. The orbital gap (alpha / beta) comes out at 5.0 / 5.0 eV. Its total charge is +1. Its HOMO energy (alpha / beta) is -11.35 / -11.32 eV. Its energy relative to the best compared isomer or geometry (same formula, charge and spin) is 34.1 kcal per mole.

Element x y z (Å)
Pt1 0.413 -0.059 0.408
O1 -3.552 1.473 0.013
C1 -2.608 0.917 0.535
O2 -1.400 1.023 0.050
C2 -2.871 0.106 1.797
C3 -4.200 -0.090 2.115
C4 -4.591 -0.744 3.286
C5 -3.638 -1.187 4.200
C6 -2.309 -1.015 3.915
C7 -1.902 -0.397 2.702
S1 -0.213 -0.370 2.567
H1 -4.935 0.292 1.420
H2 -5.646 -0.896 3.485
H3 -3.935 -1.659 5.128
H4 -1.547 -1.353 4.609
C8 0.136 0.990 -3.238
As1 -1.020 -0.468 -2.789
C9 -2.827 0.135 -2.904
C10 -0.855 -1.685 -4.263
S2 -0.295 -1.693 -1.155
H5 -0.039 1.223 -4.287
H6 1.165 0.679 -3.095
H7 -0.091 1.853 -2.623
H8 -2.940 0.481 -3.931
H9 -3.032 0.931 -2.196
H10 -3.494 -0.700 -2.714
H11 -1.080 -1.166 -5.192
H12 -1.550 -2.508 -4.126
H13 0.159 -2.076 -4.293
F1 7.425 -0.278 1.254
C11 6.207 0.174 1.073
C12 5.843 1.393 1.611
F2 6.727 2.098 2.297
C13 4.563 1.859 1.426
F3 4.238 3.028 1.951
C14 3.619 1.119 0.710
Se1 1.892 1.834 0.442
C15 4.025 -0.105 0.175
F4 3.177 -0.852 -0.520
C16 5.303 -0.575 0.343
F5 5.677 -1.732 -0.184

Force components x, y, z for each atom (eV/Å):
Pt -1.697 0.281 0.750
O 0.457 0.059 -0.353
C -0.600 -0.657 1.025
O 0.786 -0.114 -0.670
C 0.859 -0.129 0.169
C -0.533 -0.400 0.536
C -0.001 0.174 -0.378
C -0.441 0.074 -0.205
C 0.694 0.413 -0.514
C -1.637 0.001 -0.111
S 2.185 0.279 -1.140
H -0.053 0.014 0.075
H 0.094 0.067 -0.001
H 0.008 -0.008 -0.070
H -0.058 0.002 -0.014
C -0.001 0.042 0.159
As 0.016 -0.087 -0.624
C -0.078 0.008 0.268
C 0.113 -0.146 0.036
S 0.082 0.552 0.566
H -0.033 0.013 -0.029
H 0.111 -0.016 0.017
H -0.013 0.080 0.108
H -0.036 0.012 -0.008
H 0.019 0.112 0.113
H -0.065 -0.096 -0.017
H -0.032 0.066 -0.004
H -0.067 -0.067 0.007
H 0.044 0.000 -0.020
F 0.283 -0.098 0.028
C 0.126 -0.026 -0.005
C 0.160 0.099 0.098
F 0.052 0.051 0.054
C -0.275 -0.139 -0.097
F -0.096 0.177 0.063
C 0.025 0.020 0.144
Se -0.130 -0.531 0.181
C -0.075 0.375 0.153
F -0.283 -0.237 -0.225
C 0.088 -0.134 -0.057
F 0.000 -0.089 -0.011



Computed energy, in the same sequence as the records: -8792.252505 -1035.415616 -645.708699 -6819.874775 Ha.